Entry from the OMol25 dataset: a cluster of 16 separate species, C59H81B2ClF4N6O31S3 in total (the ωB97M-V functional and the def2-TZVPD basis).

E	-7060.8841	a.u.
E_LUMO	1.9	eV

ORCA input file:
```
! wB97M-V def2-TZVPD RIJCOSX def2/J DEFGRID3
* xyz -2 1
C 1.37 3.58 4.22
N 1.15 2.99 2.81
C 2.15 2.48 2.12
C 1.97 1.74 0.90
C 0.70 1.56 0.42
C -0.37 2.20 1.15
C -0.11 2.86 2.32
C 0.26 0.76 -0.83
C 0.97 -0.43 -1.13
C 0.59 -1.20 -2.17
N -0.48 -0.82 -2.97
C -1.24 0.32 -2.74
C -0.84 1.09 -1.66
C -0.90 -1.74 -4.07
H 2.43 3.60 4.49
H 0.79 2.98 4.91
H 0.95 4.59 4.18
H 3.13 2.70 2.53
H 2.77 1.33 0.29
H -1.36 2.15 0.74
H -0.97 3.27 2.82
H 1.80 -0.78 -0.54
H 1.33 -1.88 -2.57
H -1.90 0.65 -3.53
H -1.37 2.03 -1.61
H -1.73 -2.23 -3.56
H -0.15 -2.47 -4.39
H -1.29 -1.16 -4.90
B 1.67 4.92 -0.93
H 2.44 5.46 -0.41
H 0.79 5.03 -0.32
H 1.42 5.35 -1.89
H 1.84 3.87 -1.08
B 3.78 -0.35 -2.79
H 4.84 -0.16 -2.67
H 3.40 -1.13 -2.16
H 3.26 0.57 -2.56
H 3.69 -0.48 -3.86
Cl 5.07 2.14 4.65
C 1.63 0.03 -7.16
C 2.68 0.48 -6.26
O 2.52 1.32 -5.42
O 3.86 -0.01 -6.29
H 1.01 -0.78 -6.79
H 1.87 -0.23 -8.19
H 0.94 0.86 -7.30
C -2.36 5.17 0.84
C -2.57 4.81 -0.48
C -3.56 3.89 -0.84
C -4.44 3.40 0.18
C -4.26 3.76 1.48
C -3.28 4.70 1.79
N -5.56 2.56 -0.29
O -5.76 2.30 -1.47
O -6.32 2.09 0.52
H -1.49 5.74 1.14
H -2.03 5.10 -1.37
H -3.64 3.52 -1.85
H -4.76 3.25 2.28
H -3.16 5.03 2.81
C 2.68 -4.55 1.19
C 2.93 -5.89 0.74
C 3.70 -6.08 -0.39
C 4.42 -5.06 -0.98
C 4.23 -3.79 -0.52
C 3.36 -3.57 0.59
N 5.27 -5.40 -2.21
O 5.35 -6.61 -2.47
O 5.88 -4.41 -2.63
H 2.00 -4.35 2.01
H 2.36 -6.67 1.22
H 3.81 -7.09 -0.77
H 4.72 -3.05 -1.13
H 3.24 -2.56 0.96
C -4.89 -3.18 3.03
C -4.71 -3.80 1.85
C -4.48 -3.08 0.67
C -4.20 -1.72 0.70
C -4.33 -1.06 1.95
C -4.60 -1.77 3.14
N -3.50 -1.01 -0.37
O -2.86 -1.80 -1.12
O -3.69 0.23 -0.51
H -5.29 -3.77 3.85
H -4.91 -4.85 1.95
H -4.29 -3.64 -0.23
H -4.07 -0.01 1.94
H -4.88 -1.21 4.02
C -3.88 -0.31 -11.14
C -2.83 -1.16 -11.30
C -2.19 -1.47 -10.11
C -2.64 -0.98 -8.90
C -3.73 -0.12 -8.83
C -4.40 0.19 -9.99
N -2.07 -1.51 -7.64
O -2.74 -1.37 -6.63
O -0.94 -2.08 -7.66
H -4.58 -0.04 -11.92
H -2.51 -1.58 -12.24
H -1.38 -2.16 -10.33
H -4.00 0.29 -7.87
H -5.34 0.72 -10.03
O -3.09 1.44 3.93
S -3.35 1.83 5.33
O -3.18 0.84 6.36
O -2.51 3.19 5.69
C -2.51 3.68 7.03
C -1.66 4.90 7.13
C -5.07 2.49 5.38
H -2.06 2.90 7.65
H -3.46 3.88 7.53
H -0.62 4.70 6.88
H -1.86 5.34 8.11
H -2.13 5.57 6.41
H -5.18 3.29 4.64
H -5.32 2.81 6.39
H -5.62 1.60 5.07
O 1.88 -4.25 -6.21
S 2.88 -4.07 -5.15
O 2.57 -3.37 -3.92
O 3.29 -5.70 -4.83
C 3.50 -6.52 -5.98
C 4.73 -7.45 -5.93
C 4.50 -3.45 -5.91
H 3.52 -5.96 -6.91
H 2.60 -7.13 -6.02
H 5.61 -6.80 -5.94
H 4.68 -8.28 -6.64
H 4.67 -8.11 -5.06
H 4.49 -3.83 -6.93
H 5.36 -3.76 -5.32
H 4.54 -2.39 -6.13
O 0.61 0.49 6.09
S 1.42 0.81 7.30
O 1.60 2.15 7.81
O 0.91 -0.23 8.51
C -0.46 -0.22 8.67
C -0.89 0.93 9.59
C 2.97 -0.06 6.89
H -0.68 -1.21 9.08
H -0.95 -0.39 7.71
H -0.49 1.83 9.14
H -0.61 0.69 10.61
H -1.98 0.97 9.54
H 2.78 -1.09 6.61
H 3.58 0.10 7.78
H 3.28 0.53 6.03
C 0.57 4.44 -6.19
C 0.06 4.57 -4.76
O -0.33 3.22 -4.33
C -0.67 2.61 -5.48
O -1.31 1.58 -5.60
O -0.08 3.24 -6.58
F -0.94 5.46 -4.76
H 1.64 4.25 -6.08
H 0.58 5.39 -6.73
H 0.70 5.09 -4.04
C 2.84 5.17 7.61
C 3.61 5.80 8.67
O 2.56 5.99 9.62
C 1.33 6.05 8.97
O 0.32 6.08 9.60
O 1.54 5.77 7.80
F 4.27 6.89 8.26
H 2.64 4.11 7.70
H 3.14 5.29 6.57
H 4.25 4.97 8.97
C -0.44 -1.67 3.62
C -0.28 -1.99 2.12
O 1.10 -1.78 1.93
C 1.74 -1.57 3.06
O 3.00 -1.59 3.15
O 0.85 -1.67 4.07
F -1.15 -1.30 1.38
H -0.98 -2.37 4.26
H -0.82 -0.65 3.69
H -0.38 -3.05 1.91
C -0.33 -5.79 -1.63
C 0.14 -4.46 -1.06
O -0.38 -4.63 0.27
C -1.36 -5.43 0.26
O -2.22 -5.44 1.18
O -1.43 -6.10 -0.85
F -0.47 -3.49 -1.65
H 0.52 -6.47 -1.55
H -0.54 -5.83 -2.70
H 1.22 -4.42 -1.17
*
```

Atom charges from the Löwdin analysis, given in e for atoms 1 to 99: 0.054 -0.043 0.036 0.085 -0.097 0.033 -0.034 -0.049 0.000 -0.015 -0.018 0.012 0.021 0.029 0.046 0.072 0.095 0.090 0.145 0.109 0.115 0.112 0.107 0.126 0.107 0.083 0.096 0.060 -0.423 -0.096 -0.122 -0.111 -0.089 -0.422 -0.080 -0.108 -0.070 -0.079 -0.634 -0.043 -0.839 -0.008 -0.125 0.050 0.065 0.050 -0.053 -0.052 0.016 -0.148 -0.032 -0.072 -0.356 0.053 0.056 0.111 0.116 0.115 0.097 0.098 -0.089 -0.068 -0.051 -0.131 0.048 -0.056 -0.294 0.046 0.087 0.106 0.097 0.107 0.120 0.094 -0.079 -0.106 0.010 -0.147 -0.003 -0.028 -0.255 0.058 0.064 0.102 0.109 0.116 0.095 0.088 -0.124 -0.063 -0.001 -0.122 0.011 -0.078 -0.287 0.057 0.065 0.101 0.110

Entry from the OMol25 dataset: a cluster of 4 separate species, C45H53F6N5O10 in total (the ωB97M-V functional and the def2-TZVPD basis).

E	-3371.6796	a.u.
E_LUMO	-1.7	eV
structure (SMILES)	[H]/N=C\C[C@@H](CCN)O[C@](CCCNCc1ccccc1O)(C(F)(F)C(F)(F)F)[C@](CC(=O)F)(N=C(C)C)OCCCN.O=C1C=CC(=O)C=C1.O=C1C=CC(=O)C=C1.O=C1C=CC(=O)C=C1

ORCA input file:
```
! wB97M-V def2-TZVPD RIJCOSX def2/J DEFGRID3
* xyz 0 1
C 6.00 -0.92 0.88
C 5.91 0.10 -0.23
C 6.56 1.42 0.17
N 5.44 -0.10 -1.39
C 4.01 -0.20 -1.69
C 3.66 0.99 -2.62
C 4.41 2.27 -2.35
O 5.51 2.51 -2.81
F 3.80 3.23 -1.59
O 3.30 -0.25 -0.48
C 2.61 0.90 -0.04
C 1.98 0.55 1.34
C 2.12 1.68 2.38
N 2.82 1.26 3.60
C 3.73 -1.59 -2.42
C 2.52 -1.47 -3.38
C 1.20 -1.00 -2.73
C 0.49 0.03 -3.65
N -0.48 0.87 -2.96
C -1.86 0.35 -2.94
C -2.08 -0.46 -1.68
C -1.92 0.08 -0.45
C -2.09 -0.67 0.67
C -2.43 -1.98 0.56
C -2.60 -2.53 -0.67
C -2.43 -1.78 -1.79
O -2.57 -2.38 -3.04
O 3.43 -2.49 -1.39
C 3.08 -3.82 -1.70
C 4.07 -4.85 -1.09
C 3.56 -6.27 -1.20
N 3.17 -6.82 -2.27
C 1.70 -4.07 -1.06
C 1.76 -4.19 0.47
N 0.43 -3.88 1.00
C 4.92 -1.99 -3.32
F 4.53 -2.86 -4.28
F 5.36 -0.94 -4.02
C 6.20 -2.66 -2.66
F 6.44 -3.85 -3.21
F 7.28 -1.91 -2.93
F 6.16 -2.81 -1.34
H 5.24 -1.69 0.73
H 5.71 -0.40 1.79
H 7.00 -1.33 0.96
H 7.44 1.18 0.77
H 6.93 1.93 -0.71
H 5.87 2.03 0.74
H 2.59 1.21 -2.63
H 3.88 0.78 -3.65
H 1.79 1.22 -0.69
H 3.28 1.74 0.14
H 2.48 -0.35 1.69
H 0.93 0.34 1.17
H 1.12 1.97 2.71
H 2.57 2.58 1.97
H 3.82 1.37 3.51
H 2.60 0.29 3.81
H 2.74 -0.82 -4.22
H 2.30 -2.43 -3.85
H 0.51 -1.84 -2.71
H 1.28 -0.65 -1.70
H 1.21 0.68 -4.14
H 0.01 -0.54 -4.44
H -0.16 1.12 -2.04
H -2.04 -0.22 -3.84
H -2.52 1.20 -2.97
H -1.64 1.12 -0.40
H -1.92 -0.20 1.62
H -2.56 -2.56 1.46
H -2.86 -3.58 -0.74
H -3.51 -2.42 -3.21
H 3.01 -4.08 -2.75
H 4.99 -4.86 -1.67
H 4.36 -4.58 -0.08
H 3.57 -6.88 -0.29
H 3.23 -6.16 -3.04
H 1.22 -4.95 -1.50
H 1.02 -3.24 -1.24
H 2.05 -5.20 0.77
H 2.48 -3.46 0.83
H -0.20 -4.66 0.89
H 0.47 -3.58 1.96
C -4.03 2.42 -6.00
C -4.51 3.33 -6.84
C -5.95 3.66 -6.88
O -6.39 4.49 -7.64
C -6.84 2.94 -5.94
C -6.36 2.02 -5.10
C -4.92 1.70 -5.06
O -4.48 0.87 -4.30
H -2.97 2.17 -5.96
H -3.87 3.88 -7.53
H -7.90 3.19 -5.98
H -7.00 1.48 -4.41
C -5.08 0.15 2.82
C -6.07 1.02 2.99
C -6.25 1.74 4.27
O -7.15 2.54 4.42
C -5.29 1.45 5.36
C -4.30 0.58 5.20
C -4.12 -0.14 3.92
O -3.21 -0.94 3.76
H -4.93 -0.39 1.90
H -6.78 1.25 2.20
H -5.44 1.99 6.29
H -3.59 0.36 5.99
C -5.78 4.72 7.55
C -5.39 5.97 7.73
C -4.79 6.41 9.02
O -4.43 7.56 9.19
C -4.65 5.39 10.09
C -5.04 4.14 9.91
C -5.64 3.70 8.62
O -6.00 2.55 8.45
H -6.22 4.38 6.62
H -5.48 6.73 6.96
H -4.21 5.73 11.02
H -4.95 3.38 10.68
*
```

Atom charges from the Löwdin analysis, given in e for atoms 1 to 99: -0.018 -0.331 -0.011 0.156 -0.339 -0.002 -0.388 0.137 0.078 -0.069 -0.188 -0.123 -0.262 -0.010 -0.254 -0.085 -0.133 -0.216 -0.046 -0.152 -0.159 -0.050 -0.106 -0.101 -0.025 -0.282 0.028 -0.027 -0.307 -0.121 -0.244 0.108 -0.120 -0.257 0.008 -0.342 0.116 0.144 -0.529 0.159 0.166 0.163 0.067 0.080 0.095 0.078 0.075 0.088 0.105 0.126 0.110 0.106 0.108 0.094 0.097 0.107 0.052 0.058 0.115 0.119 0.101 0.105 0.097 0.122 0.074 0.102 0.097 0.122 0.097 0.106 0.123 0.112 0.130 0.099 0.115 0.104 0.049 0.116 0.093 0.102 0.114 0.070 0.064 0.026 0.024 -0.386 0.111 0.022 0.021 -0.373 0.094 0.124 0.123 0.122 0.121 0.025 0.023 -0.379 0.103

The records above give, respectively, HOMO level values of -1.3; -8.1 eV.